No. 1
Entry from the OMol25 dataset: an isolated molecule of C5H8S at a distorted geometry (the ωB97M-V functional and the def2-TZVPD basis).

* LUMO: -0.82 eV
* energy: -593.34663 Ha
* spin multiplicity: 1
* HOMO level: -0.3170 Eh
* energy above the lowest of the compared OMol25 structures with the same formula, charge and spin: 371.78 kJ/mol
* gap between HOMO and LUMO: 0.287 Ha

XYZ file:
```
14
C5H8S, DFT the ωB97M-V functional and the def2-TZVPD basis
C -1.03 -1.56 0.17
C 0.25 -1.53 -0.30
C 1.22 -0.41 -0.02
S 2.88 -0.37 0.05
C 0.38 0.73 0.58
C -0.14 1.71 -0.42
H -1.62 -2.44 -0.20
H -1.86 -0.97 1.02
H 0.72 -2.23 -1.21
H 1.02 1.24 1.34
H -0.60 0.16 1.08
H -1.13 2.35 0.09
H 0.51 2.26 -1.02
H -0.61 1.06 -1.16
```

No. 2
Entry from the OMol25 dataset: a structure of composition C5H8S at a distorted geometry (the ωB97M-V functional and the def2-TZVPD basis).

* LUMO: 0.91 eV
* energy: -593.41416 Ha
* spin multiplicity: 1
* HOMO level: -0.3040 Eh
* energy above the lowest of the compared OMol25 structures with the same formula, charge and spin: 194.48 kJ/mol
* gap between HOMO and LUMO: 0.338 Ha

XYZ file:
```
14
C5H8S, DFT the ωB97M-V functional and the def2-TZVPD basis
C -1.00 -0.30 0.89
C -1.89 0.67 0.71
C 0.06 0.13 -0.06
C 0.13 -0.66 -1.38
C 1.43 0.34 0.50
S -0.88 1.74 -0.32
H -1.15 -1.03 1.65
H -2.92 0.68 1.12
H 0.48 -0.04 -2.21
H -0.89 -0.88 -1.76
H 0.94 -1.66 -1.30
H 2.23 0.75 -0.11
H 1.91 -0.63 0.76
H 1.57 0.89 1.52
```

Which value of gap between HOMO and LUMO does entry 1 give?
0.287 Ha